Record 1
C54H131N13O8 | the ωB97M-V functional and the def2-TZVPD basis

Geometry (Å):
H (13.768, -3.689, -18.667)
H (16.076, -4.967, -24.656)
C (8.754, -6.543, -27.499)
H (12.128, -3.713, -17.911)
H (10.573, -4.276, -20.824)
H (13.351, -7.801, -25.106)
H (12.795, 2.828, -19.553)
H (6.749, -5.700, -22.755)
C (15.294, 1.191, -24.112)
H (14.543, 1.301, -15.388)
C (12.045, -5.347, -21.907)
H (9.835, 1.787, -24.549)
C (15.751, -5.348, -25.624)
H (16.133, 1.330, -23.430)
C (5.904, -1.494, -24.406)
H (15.681, -2.718, -25.047)
C (16.401, -4.522, -26.812)
C (11.223, -8.002, -25.018)
H (10.915, 1.690, -29.891)
H (14.140, -3.226, -29.278)
C (8.568, -8.918, -23.753)
C (11.865, 5.703, -23.256)
H (13.036, 2.313, -15.212)
C (8.779, -8.457, -25.224)
H (12.102, -5.947, -33.909)
C (13.502, 1.416, -27.296)
N (11.558, -2.050, -24.831)
H (12.947, -8.000, -30.949)
H (12.608, -9.715, -32.680)
H (11.468, 4.399, -24.783)
H (17.485, -4.482, -26.710)
H (10.355, -1.952, -13.783)
H (5.297, -4.933, -22.152)
H (5.924, -6.577, -24.359)
C (12.157, -2.606, -26.026)
C (9.917, -7.323, -26.986)
O (14.761, 2.780, -17.346)
H (4.973, -6.244, -25.896)
C (11.088, 1.053, -29.023)
H (9.430, -7.414, -20.917)
H (12.704, -6.263, -25.091)
C (8.183, 1.231, -23.286)
O (12.448, -0.525, -30.102)
C (16.074, -2.652, -28.344)
C (12.346, 5.780, -21.754)
H (12.294, 1.018, -17.954)
H (12.376, -0.999, -22.175)
N (14.361, -0.560, -22.669)
H (8.383, -8.040, -23.135)
H (11.490, -7.810, -18.680)
H (9.997, -2.813, -18.077)
N (6.256, -3.876, -23.595)
H (11.223, -9.072, -25.223)
H (5.400, -3.770, -25.464)
C (9.782, -7.794, -19.957)
N (15.734, -3.166, -26.988)
C (11.843, -4.528, -30.259)
C (6.333, -4.745, -22.433)
C (12.383, -8.670, -32.890)
H (12.071, -1.287, -24.414)
N (11.837, 4.502, -23.849)
H (12.120, -3.605, -30.768)
C (17.697, -10.058, -28.330)
H (15.401, -4.364, -29.619)
H (4.686, -2.444, -23.110)
H (13.401, -2.424, -22.455)
C (12.605, -5.406, -33.108)
H (7.684, -9.550, -23.672)
H (8.392, 1.296, -25.386)
O (13.051, 0.307, -24.302)
H (6.627, -3.298, -20.791)
H (14.802, -6.845, -28.916)
H (12.468, -6.337, -22.077)
H (13.236, -2.457, -25.992)
C (10.591, -2.536, -24.020)
H (13.820, -5.259, -30.624)
H (13.345, -5.790, -19.837)
H (17.132, -2.753, -28.586)
H (6.846, -0.191, -21.007)
C (5.437, -4.502, -24.657)
H (15.301, -0.804, -22.391)
H (8.943, -6.416, -28.565)
H (14.720, -7.227, -27.203)
H (8.948, -9.323, -25.864)
H (6.933, -1.460, -24.764)
H (15.719, 0.764, -25.021)
N (10.540, -1.653, -15.793)
H (18.707, -10.050, -27.921)
C (9.010, 1.075, -24.515)
H (15.399, -1.300, -26.032)
H (11.315, 1.672, -28.155)
C (13.255, 1.839, -19.559)
H (14.432, -5.841, -34.132)
H (12.908, -6.001, -18.139)
H (11.633, -0.730, -14.113)
O (10.902, 0.250, -16.894)
H (11.602, -4.980, -22.833)
H (11.028, -1.746, -18.949)
C (14.103, 0.316, -23.704)
C (14.651, -7.655, -28.203)
H (11.802, -4.154, -29.236)
H (9.400, -1.234, -18.670)
H (6.605, -5.829, -25.805)
H (13.646, -8.060, -28.321)
N (8.459, 0.369, -22.297)
C (13.833, 1.989, -17.181)
N (11.330, -5.898, -19.547)
H (12.811, -6.373, -29.797)
H (9.476, -9.382, -23.369)
N (15.638, -8.685, -28.543)
O (7.162, 1.939, -23.306)
C (14.008, -5.077, -33.481)
H (4.371, -4.392, -24.457)
C (17.584, -1.903, -25.884)
H (11.294, -8.666, -32.841)
H (12.864, -4.676, -21.646)
C (9.721, -3.699, -24.434)
H (17.284, -10.964, -27.888)
C (10.533, -0.927, -16.927)
H (14.655, -4.901, -32.622)
H (15.847, -8.770, -29.528)
H (15.906, -1.582, -28.460)
H (10.215, 0.420, -28.863)
C (13.051, -7.645, -31.974)
H (10.239, -5.893, -21.343)
H (12.529, -3.336, -19.604)
H (8.726, -3.354, -24.715)
C (16.767, -8.913, -27.855)
H (12.560, 1.302, -20.205)
H (11.626, 2.434, -23.793)
C (16.009, -2.200, -25.948)
H (9.699, -8.880, -19.919)
H (7.880, -7.986, -25.622)
C (12.515, -7.243, -25.529)
H (13.840, -0.520, -28.170)
H (16.309, -5.196, -27.665)
H (12.671, 1.596, -26.613)
H (5.763, -0.527, -23.923)
H (9.442, 0.082, -24.638)
H (17.828, -10.020, -29.412)
H (7.745, 1.408, -20.686)
H (5.199, -1.534, -25.236)
H (13.475, -1.527, -21.045)
H (14.670, -5.268, -25.509)
H (9.888, -8.242, -27.571)
H (12.970, 0.605, -15.654)
C (15.205, -3.299, -29.496)
C (11.184, -7.326, -19.608)
H (18.233, -2.761, -25.708)
H (9.861, -0.367, -14.300)
C (10.653, -1.108, -14.405)
N (13.231, 0.283, -28.238)
H (6.270, -2.109, -22.481)
H (13.105, 3.107, -22.989)
H (10.819, -6.759, -27.224)
C (5.715, -5.890, -25.180)
H (13.174, 5.119, -21.496)
H (8.461, -0.078, -20.264)
O (10.455, -1.984, -22.943)
H (11.962, -4.531, -33.008)
H (14.118, -7.509, -32.151)
H (14.803, 2.114, -24.421)
H (9.624, -4.532, -23.738)
H (16.039, -6.386, -25.451)
O (11.550, 6.753, -23.857)
H (14.267, 1.767, -19.957)
C (12.804, -5.652, -30.614)
H (15.461, -2.935, -30.491)
H (11.937, -7.678, -20.314)
H (7.178, -4.881, -20.368)
C (12.636, -5.494, -19.064)
H (9.068, -7.355, -19.260)
C (13.394, -1.386, -22.123)
H (10.447, -2.628, -16.037)
C (12.044, 3.244, -23.196)
H (13.839, -4.238, -34.156)
H (11.555, 5.623, -21.021)
N (13.157, 1.487, -18.189)
H (12.831, 6.742, -21.592)
H (17.719, -1.186, -25.074)
C (12.731, -4.008, -18.770)
H (14.457, 1.335, -26.778)
C (13.545, 1.524, -15.766)
C (10.994, -5.281, -20.849)
C (7.124, -4.177, -21.199)
C (10.234, -1.756, -18.202)
H (8.600, -5.600, -26.975)
H (11.273, -7.872, -23.937)
H (12.758, -8.487, -33.896)
C (5.747, -2.503, -23.352)
N (12.502, -6.277, -31.913)
H (7.791, -7.043, -27.402)
N (9.917, -7.523, -25.554)
H (12.025, -3.688, -26.037)
H (10.145, -4.245, -25.276)
H (8.173, -3.976, -21.417)
C (12.313, 0.234, -29.196)
H (10.792, -4.689, -30.499)
H (13.643, 2.320, -27.889)
C (7.785, 0.364, -20.996)
H (9.091, -0.386, -22.523)
H (18.080, -1.371, -26.696)
O (17.095, -8.286, -26.819)
H (11.716, -2.235, -26.950)
H (12.616, -7.180, -26.613)
H (11.448, 3.217, -22.284)

E_HOMO: -8.1 eV
Strongest force on any atom: 4.43 eV/Å
Lowest unoccupied orbital energy: 0.23 eV
Relative energy (zero: lowest compared OMol25 entry of this formula, charge and spin): 0.0 kcal per mole
Energy: -93871.8821 eV
Total charge: 0

---

Record 2
C54H135N9 | the ωB97M-V functional and the def2-TZVPD basis

Geometry (Å):
C (-3.833, 1.356, -0.191)
H (-3.475, -0.327, 2.940)
H (-5.370, 3.695, 3.239)
H (0.614, 2.880, 0.483)
C (1.666, -1.995, 0.263)
C (-4.401, 0.908, 2.186)
H (0.178, 3.316, -2.318)
H (-3.615, 4.656, -0.712)
N (5.011, -0.762, -2.389)
H (1.973, -2.555, 1.146)
H (2.569, -1.664, -0.250)
H (-3.268, -0.822, 0.138)
C (-5.711, -0.307, 4.829)
H (1.165, -1.090, 8.713)
H (-0.403, -0.236, -0.929)
N (-3.945, 1.875, 1.200)
H (3.905, -2.285, -1.553)
C (-6.770, -3.381, 5.095)
H (1.063, 1.698, -3.310)
H (4.375, -1.705, -4.234)
H (2.405, 3.522, -5.205)
H (-3.640, -2.086, 2.686)
C (-1.930, 4.204, -2.445)
H (-0.629, 0.619, 6.408)
H (0.600, 4.847, -4.953)
H (5.192, 2.509, -3.386)
H (-3.207, 2.495, -2.981)
C (0.473, 0.051, -0.347)
H (-3.663, 0.109, 2.124)
H (-0.577, -3.576, 5.247)
C (-2.649, 1.798, -2.356)
H (1.077, 0.039, -3.352)
H (-6.582, 1.276, 2.034)
H (-0.442, 2.374, 1.717)
H (4.046, 1.357, -4.115)
H (2.400, 0.349, -1.976)
C (3.236, -4.636, -2.797)
C (5.874, -5.160, -1.424)
H (6.130, -3.479, -4.215)
H (1.540, -1.871, 3.908)
H (-3.158, 0.835, -2.346)
H (-0.271, -3.119, 8.047)
N (-4.971, -1.579, 4.919)
C (-5.620, -2.730, 4.211)
C (5.214, -1.545, -3.556)
H (-1.255, 4.560, 2.220)
C (-2.962, 0.120, -0.316)
C (-2.989, 4.964, 0.126)
C (-3.167, -1.312, 3.291)
C (-1.525, 0.047, 6.169)
H (-0.302, 5.160, -1.132)
H (0.415, 2.096, -0.817)
H (-2.421, 6.671, -1.018)
C (-0.870, -1.441, -4.741)
H (6.404, -4.559, -2.163)
C (-0.803, 4.450, 1.234)
H (0.915, 4.941, -2.573)
H (6.755, -2.939, -2.698)
C (5.045, -6.167, -2.216)
H (2.550, -1.866, 8.031)
H (3.864, -3.752, -2.689)
C (-5.390, 0.683, 6.007)
C (-4.523, 3.164, 1.263)
H (2.998, 4.187, -1.678)
H (-0.728, 2.774, -2.821)
H (2.601, -0.544, -3.322)
C (5.847, -2.957, -3.300)
H (-6.796, -0.412, 4.800)
C (3.872, -1.197, -1.603)
H (-5.574, 3.091, 0.983)
H (1.811, -4.108, -1.547)
C (-5.907, 0.430, 1.904)
H (-7.566, -2.638, 5.060)
C (-0.486, -1.227, 1.370)
C (0.667, 0.880, -3.911)
H (-2.098, -1.327, 3.077)
C (2.932, 3.660, -4.261)
H (5.735, -6.770, -2.805)
C (2.221, 2.468, -0.820)
H (-1.841, 6.847, 0.554)
H (2.279, 1.219, -5.163)
H (-6.502, -3.547, 6.138)
H (5.910, -7.348, -4.712)
H (-2.385, 0.606, 6.536)
H (1.611, -1.066, -1.942)
C (1.226, 0.990, -5.328)
H (-3.089, -2.469, 5.203)
C (-2.698, 6.447, 0.012)
H (-1.347, -2.393, -4.510)
C (0.569, -2.772, 7.445)
H (0.999, -3.689, 7.042)
H (4.641, -6.869, -1.487)
C (-1.139, 1.781, -2.643)
H (3.059, 2.437, -0.124)
H (5.788, -6.436, -6.133)
C (1.001, -2.990, -0.672)
N (0.805, -0.847, 0.761)
C (2.590, -0.691, -2.242)
H (-0.874, 4.998, -4.139)
C (1.143, -2.807, 4.299)
H (-3.187, -0.720, 5.458)
H (3.813, 5.343, -5.167)
H (-3.534, 7.119, 0.207)
H (5.966, -1.217, -4.273)
H (5.119, -3.642, -2.865)
C (0.294, 1.464, 0.062)
H (-5.496, 0.145, 6.949)
H (1.715, -2.708, 9.226)
H (-1.099, -0.361, 1.622)
C (-1.278, -1.250, 6.859)
H (0.220, -3.017, 2.256)
C (-1.474, -0.428, -3.773)
H (-0.187, 5.325, 1.026)
H (4.096, -4.972, -5.239)
H (-7.191, -4.322, 4.742)
C (-4.508, 3.873, 2.595)
N (-0.841, 0.927, -3.778)
H (-4.344, 0.986, 5.974)
H (1.006, 3.365, 2.059)
H (4.460, -7.404, -5.562)
H (-0.865, -2.170, 4.460)
H (1.922, -3.266, 4.908)
H (0.798, 1.847, -5.849)
H (0.944, 1.824, 0.859)
H (5.201, -4.570, -0.802)
H (1.197, 0.045, -5.869)
H (0.706, -2.556, -1.628)
C (1.532, -2.058, 8.370)
H (0.995, -3.405, 3.400)
H (-4.028, 3.819, 0.545)
C (2.520, -4.934, -1.490)
H (-1.046, -0.964, 7.885)
C (5.219, -6.691, -5.239)
H (-0.310, 3.506, -1.267)
C (-0.057, 4.290, -4.284)
H (-1.163, 4.229, -3.219)
H (1.970, -5.857, -1.310)
H (5.012, 1.170, -1.605)
H (-6.207, 0.123, 0.902)
H (-0.974, -1.192, -5.798)
H (3.121, -4.713, -0.607)
H (-4.852, 1.261, -0.565)
C (-3.514, -1.541, 4.820)
H (-3.611, 3.613, 3.157)
H (-0.706, 1.733, 0.402)
H (1.204, -0.021, -1.151)
H (-1.662, -0.805, -2.768)
H (-5.831, -2.548, 3.157)
H (-1.639, -0.012, 5.086)
C (4.742, -5.453, -4.505)
H (-2.382, 3.219, -2.323)
H (-6.256, -0.301, 2.634)
H (-6.154, 1.457, 6.082)
N (-1.748, 4.186, 0.071)
N (1.981, 3.200, -3.212)
C (0.147, 3.236, 1.401)
C (3.369, 5.118, -4.197)
H (1.436, 2.968, -0.253)
C (0.724, 3.960, -3.008)
H (2.054, 1.491, -1.275)
C (-0.283, -2.112, 2.599)
H (-4.893, -3.528, 4.059)
H (-4.277, 1.331, 3.183)
H (-1.006, -1.813, 0.612)
H (5.753, 1.294, -4.550)
H (6.598, -5.748, -0.860)
H (-1.979, 0.449, 0.022)
H (1.618, -3.848, -0.939)
C (-0.115, -2.596, 5.127)
H (-2.505, -0.234, -4.069)
H (-4.617, 4.932, 2.361)
H (3.876, -0.749, -0.609)
H (4.231, 5.444, -3.615)
H (5.575, -4.785, -4.287)
H (-2.028, -2.031, 6.979)
C (5.398, 0.635, -2.473)
H (0.137, -3.501, -0.247)
H (3.794, 2.697, -2.160)
H (-0.454, 3.351, -4.670)
H (-3.536, 4.744, 1.043)
H (-2.781, -0.222, -1.335)
H (2.439, -4.435, -3.514)
N (4.106, -5.670, -3.239)
H (-3.471, 2.149, -0.846)
H (6.435, 0.921, -2.292)
H (3.830, 3.044, -4.223)
C (-1.013, 4.336, -1.194)
H (0.157, -1.540, -4.391)
C (5.059, 1.483, -3.731)
H (0.370, -1.643, 3.334)
H (-0.572, 1.443, -1.775)
H (-1.270, -2.401, 2.959)
H (2.469, 5.711, -4.042)
H (-2.593, 5.043, -2.656)
N (-0.002, -1.893, 6.420)
H (-2.785, 2.240, -1.369)
H (-5.422, 0.206, 3.912)
C (2.821, 3.163, -2.008)

E_HOMO: -7.5 eV
Strongest force on any atom: 11.05 eV/Å
Lowest unoccupied orbital energy: 0.67 eV
Relative energy (zero: lowest compared OMol25 entry of this formula, charge and spin): 874.1 kcal per mole
Energy: -71558.6010 eV
Total charge: 0